The following is a DFT calculation (ωB97M-V with the def2-TZVPD basis set) of 3 unconnected molecules or ions with the total composition C4H11NP in a non-equilibrium geometry.

Geometry as XYZ:
```
17
Properties=species:S:1:pos:R:3:forces:R:3:mulliken_charge:R:1
P -1.536 0.622 -0.690 -0.6 -1.7 -1.3 0.16
N 1.005 -0.180 -0.006 -1.3 0.1 -0.2 0.16
C -2.233 -0.400 -1.802 0.9 -1.4 2.3 -0.54
C 0.471 -1.135 1.009 0.6 0.5 -0.5 -0.98
C 0.173 0.531 -0.683 2.6 0.1 0.8 0.15
C 2.471 -0.058 -0.086 -1.0 1.0 3.1 -0.90
H -2.158 -1.529 -1.723 0.1 1.7 -0.5 0.25
H -1.506 2.227 2.069 1.6 -1.1 -1.8 0.39
H -2.971 0.098 -2.335 -1.6 0.2 -1.2 0.32
H 1.056 -1.453 1.848 1.1 0.1 0.0 0.38
H 2.824 0.226 -1.000 0.5 0.6 -2.6 0.40
H -1.974 1.913 -0.779 0.1 0.7 -0.2 0.15
H 2.612 0.818 0.596 0.7 -0.9 -0.3 0.36
H 0.179 -1.944 0.417 -0.6 -1.7 -0.5 0.41
H -0.358 -0.643 1.399 -1.6 0.5 0.8 0.36
H -1.007 1.867 1.493 -1.5 1.2 2.0 -0.39
H 2.953 -0.958 0.274 -0.1 0.0 0.1 0.33
```
Positions in Å, forces in eV/Å.

Output
E_tot = -554.64702 hartree
Kohn-Sham gap (alpha / beta) = 7.575 / 7.574 eV
Relative energy (zero: lowest compared OMol25 entry of this formula, charge and spin) = 129.7 kcal/mol
E_LUMO (alpha / beta) = -5.49 / -5.49 eV
Total charge = +1

=====

The following is a DFT calculation (ωB97M-V with the def2-TZVPD basis set) of 2 unconnected molecules or ions with the total composition C4H11NS in a non-equilibrium geometry.

Geometry as XYZ:
```
17
Properties=species:S:1:pos:R:3:forces:R:3:mulliken_charge:R:1
S 1.882 1.011 0.567 -0.6 -0.2 -0.2 -0.32
N -0.954 0.674 -0.959 -1.0 -2.6 0.2 -0.57
C 3.471 1.703 1.041 0.3 -0.2 0.0 -0.73
C -1.150 -0.906 -0.517 2.5 2.0 0.9 0.19
C -2.126 -1.403 -1.411 -0.1 -0.4 0.5 -0.64
C -1.340 -0.844 0.995 -1.1 -0.2 -0.1 -0.95
H -0.142 -1.289 -0.701 -0.3 -0.6 0.0 0.34
H -2.272 -0.308 1.198 0.1 0.0 0.2 0.27
H -1.744 0.612 -1.613 0.4 1.6 -0.6 0.30
H 3.553 1.773 2.126 -0.1 0.2 0.0 0.23
H -1.440 -1.850 1.408 0.2 0.1 0.1 0.34
H -0.508 -0.296 1.441 0.1 -0.1 -0.2 0.20
H -1.945 -2.324 -1.950 0.0 0.3 -0.4 0.25
H -3.118 -0.964 -1.440 0.0 0.0 0.0 0.32
H 4.301 1.084 0.694 -0.1 0.0 -0.1 0.25
H -0.070 0.638 -1.467 -0.2 0.3 -0.3 0.27
H 3.603 2.690 0.588 -0.1 0.0 0.1 0.24
```
Positions in Å, forces in eV/Å.

Output
E_tot = -611.72108 hartree
Kohn-Sham gap = 3.414 eV
Relative energy (zero: lowest compared OMol25 entry of this formula, charge and spin) = 138.7 kcal/mol
E_LUMO = -3.32 eV

=====

The following is a DFT calculation (ωB97M-V with the def2-TZVPD basis set) of C4H11NS in the gas phase in a non-equilibrium geometry.

Geometry as XYZ:
```
17
Properties=species:S:1:pos:R:3:forces:R:3:mulliken_charge:R:1
S -1.283 -0.708 -0.154 -0.7 0.5 0.6 -0.12
N 1.760 -0.272 -0.210 -0.3 1.5 -0.1 -0.23
C -2.807 0.132 0.448 -0.9 -0.5 -2.5 -0.91
C 0.954 0.899 0.220 -1.4 -1.4 -0.8 -0.41
C -0.410 0.818 -0.518 -0.2 1.7 -1.6 -0.57
C 3.128 -0.329 0.224 1.6 1.2 1.5 -0.84
H 0.669 0.882 1.278 0.5 0.1 0.2 0.25
H -1.162 1.606 -0.159 1.7 -0.8 -0.6 0.28
H 3.668 -1.113 -0.293 -0.1 -0.3 0.0 0.34
H -3.332 -0.542 1.082 -0.4 -0.4 0.7 0.32
H 1.368 1.868 -0.049 0.7 -0.2 0.0 0.32
H -2.733 1.131 0.853 0.7 -0.1 0.6 0.33
H 3.725 0.636 -0.033 -1.3 -1.4 0.2 0.24
H 3.338 -0.467 1.370 -0.6 0.1 -1.7 0.26
H 1.226 -1.142 -0.222 0.5 0.4 0.4 0.17
H -3.451 0.281 -0.468 0.5 -0.2 0.9 0.29
H -0.286 0.981 -1.674 -0.1 -0.4 2.2 0.30
```
Positions in Å, forces in eV/Å.

Output
E_tot = -611.89533 hartree
Kohn-Sham gap = 9.405 eV
Relative energy (zero: lowest compared OMol25 entry of this formula, charge and spin) = 29.4 kcal/mol
E_LUMO = 1.03 eV
SMILES string = CNCCSC

=====

The following is a DFT calculation (ωB97M-V with the def2-TZVPD basis set) of C4H11NS in the gas phase in a non-equilibrium geometry.

Geometry as XYZ:
```
17
Properties=species:S:1:pos:R:3:forces:R:3:mulliken_charge:R:1
S 0.884 -0.760 -2.290 0.0 0.2 0.1 -0.23
N -0.379 1.674 1.366 0.8 0.3 -0.2 -0.59
C -0.054 -0.357 2.606 0.3 -0.7 0.9 -1.64
C -0.518 -0.528 0.124 -0.6 1.0 0.5 -0.71
C -0.779 0.284 1.441 -0.1 -0.1 0.3 0.75
C 0.111 0.298 -0.988 0.0 -0.7 -0.9 -0.73
H -0.517 -1.293 2.948 0.0 0.1 -0.5 0.36
H -1.502 -0.849 -0.225 0.2 -0.3 -0.1 0.34
H -0.960 2.306 0.844 -0.2 0.0 0.0 0.19
H -1.845 0.197 1.666 -0.2 0.1 0.0 0.13
H -0.225 -1.153 -2.930 -0.1 0.0 0.1 0.11
H 0.992 -0.594 2.401 0.0 0.1 -0.3 0.38
H -0.664 0.866 -1.506 0.2 0.3 0.2 0.32
H 0.918 0.966 -0.696 -0.2 -0.1 0.3 0.38
H -0.036 0.244 3.517 -0.2 0.4 -0.1 0.42
H -0.041 2.088 2.225 -0.3 -0.2 -0.2 0.16
H 0.063 -1.403 0.376 0.3 -0.2 -0.2 0.36
```
Positions in Å, forces in eV/Å.

Output
E_tot = -611.92788 hartree
Kohn-Sham gap = 9.676 eV
Relative energy (zero: lowest compared OMol25 entry of this formula, charge and spin) = 8.9 kcal/mol
E_LUMO = 0.99 eV
SMILES string = C[C@@H](N)CCS

=====

The following is a DFT calculation (ωB97M-V with the def2-TZVPD basis set) of 2 unconnected molecules or ions with the total composition C4H11NS in a non-equilibrium geometry.

Geometry as XYZ:
```
17
Properties=species:S:1:pos:R:3:forces:R:3:mulliken_charge:R:1
S 1.002 -1.291 -0.484 0.9 -0.3 1.8 -0.07
N -0.827 2.418 0.093 -1.4 -0.8 -1.9 -0.30
C 1.336 -2.742 0.751 -1.3 0.7 -4.1 -0.88
C -3.035 1.777 -0.531 -3.3 1.3 -1.0 -0.79
C -1.728 1.570 -0.481 -0.2 -1.2 1.6 0.12
C 1.751 -0.191 0.724 2.8 3.2 -0.4 -0.67
H -0.169 2.128 0.723 1.7 -0.2 1.5 0.16
H -3.705 2.636 -0.060 2.1 -1.5 -1.1 0.21
H 2.415 -2.865 0.699 -0.2 -0.2 0.8 0.31
H 0.816 -3.443 0.066 0.5 -0.6 1.2 0.28
H -1.352 0.584 -0.643 0.3 -0.6 -0.9 0.22
H -3.632 1.179 -1.264 0.5 0.1 1.1 0.20
H 1.336 0.859 0.861 0.5 -1.2 -1.1 0.11
H 0.755 -2.505 1.624 0.4 -0.3 0.5 0.35
H 2.970 -0.065 0.759 -3.0 -0.4 -0.6 0.28
H 1.532 -0.572 1.658 -0.4 -1.1 2.0 0.26
H -1.146 3.300 -0.103 0.2 2.9 0.7 0.20
```
Positions in Å, forces in eV/Å.

Output
E_tot = -611.83370 hartree
Kohn-Sham gap = 9.029 eV
Relative energy (zero: lowest compared OMol25 entry of this formula, charge and spin) = 68.0 kcal/mol
E_LUMO = 0.89 eV
SMILES string = C=CN.CSC

=====

The following is a DFT calculation (ωB97M-V with the def2-TZVPD basis set) of C4H11NS in the gas phase in a non-equilibrium geometry.

Geometry as XYZ:
```
17
Properties=species:S:1:pos:R:3:forces:R:3:mulliken_charge:R:1
S 0.557 -1.726 1.101 -0.3 0.7 -1.0 -0.17
N -0.558 0.253 -1.361 -2.6 -3.2 1.6 -0.18
C -0.741 -1.548 2.373 0.4 -1.4 -0.4 -0.74
C 0.943 1.809 -0.309 -0.5 -1.9 0.0 -0.97
C -0.341 -1.014 -0.820 0.8 -2.4 0.8 -0.83
C 0.440 1.140 -1.580 4.3 0.4 1.0 -0.68
H -1.289 0.699 -0.836 -0.7 0.1 -0.1 0.26
H 0.224 1.771 -2.361 -1.1 2.1 -1.6 0.45
H -1.419 -0.921 1.877 -1.4 1.0 -0.1 0.21
H -1.260 -2.484 2.677 0.5 0.5 -0.4 0.27
H 0.419 -1.680 -1.295 -0.7 1.1 -0.2 0.35
H 0.200 2.371 0.215 -0.4 0.7 0.2 0.34
H -1.253 -1.598 -0.654 0.1 0.5 -0.2 0.49
H 1.348 0.674 -1.982 -0.2 -0.7 0.0 0.29
H -0.329 -1.087 3.241 0.2 0.5 0.6 0.30
H 1.289 1.002 0.360 -0.1 0.4 -0.2 0.25
H 1.769 2.338 -0.646 1.6 1.7 0.1 0.36
```
Positions in Å, forces in eV/Å.

Output
E_tot = -611.86808 hartree
Kohn-Sham gap = 9.126 eV
Relative energy (zero: lowest compared OMol25 entry of this formula, charge and spin) = 46.5 kcal/mol
E_LUMO = 1.00 eV
SMILES string = CCNCSC

=====

The following is a DFT calculation (ωB97M-V with the def2-TZVPD basis set) of C4H11NS in the gas phase.

Geometry as XYZ:
```
17
Properties=species:S:1:pos:R:3:forces:R:3:mulliken_charge:R:1
S 0.177 1.373 -2.406 0.1 0.0 0.4 -0.22
N -0.748 -0.534 1.073 -0.2 0.2 -0.4 -0.35
C -1.609 -1.711 0.997 0.5 -0.4 0.1 -0.89
C 0.385 -0.620 0.159 0.0 -0.2 -0.2 -0.54
C 1.192 0.676 0.150 -0.3 -0.9 -0.2 -0.62
C 0.550 1.796 -0.642 -0.4 -0.2 -0.7 -0.73
H 1.269 0.915 1.209 0.4 0.5 0.0 0.34
H -1.987 -1.966 1.981 -0.4 0.1 0.1 0.29
H -1.015 -2.572 0.695 0.2 0.0 0.0 0.35
H 0.099 -0.895 -0.867 -0.1 0.1 0.0 0.41
H -1.283 0.290 0.821 -0.1 0.0 0.2 0.21
H 1.159 2.683 -0.727 0.2 0.2 0.4 0.36
H -0.416 2.069 -0.223 0.0 0.2 0.0 0.34
H 1.461 1.172 -2.723 0.0 0.0 -0.1 0.12
H -2.412 -1.666 0.266 -0.3 0.3 -0.1 0.29
H 1.017 -1.431 0.523 0.1 0.0 0.0 0.39
H 2.161 0.422 -0.284 0.2 0.3 0.2 0.28
```
Positions in Å, forces in eV/Å.

Output
E_tot = -611.92235 hartree
Kohn-Sham gap = 9.675 eV
Relative energy (zero: lowest compared OMol25 entry of this formula, charge and spin) = 12.4 kcal/mol
E_LUMO = 0.93 eV
SMILES string = CNCCCS

=====

The following is a DFT calculation (ωB97M-V with the def2-TZVPD basis set) of C4H11NSi in the gas phase in a non-equilibrium geometry.

Geometry as XYZ:
```
17
Properties=species:S:1:pos:R:3:forces:R:3:mulliken_charge:R:1
Si 0.210 -0.017 0.030 -1.7 0.3 -0.6 0.42
N -2.474 1.277 0.189 2.4 -0.5 -0.6 -0.59
C 0.453 -0.650 -1.757 1.0 2.3 1.5 -1.05
C -1.845 0.153 0.217 1.9 2.3 0.2 -0.17
C 1.066 1.636 0.405 1.2 -0.3 -0.9 -1.04
C 0.692 -1.494 1.071 1.2 2.1 2.0 -1.01
H -0.193 -2.097 1.187 0.1 -0.7 0.1 0.27
H 1.834 1.809 -0.411 -0.4 -0.4 1.0 0.28
H 1.559 1.760 1.396 -0.5 -0.2 -0.7 0.32
H 1.514 -0.526 -2.006 -0.2 -0.4 -0.1 0.31
H -3.454 1.170 0.278 -1.4 -0.3 0.3 0.23
H 0.403 2.459 0.211 -0.7 0.4 0.3 0.35
H -0.152 -0.093 -2.428 -0.5 0.4 -0.8 0.37
H 1.028 -1.074 2.087 -0.9 -0.7 -1.0 0.28
H 0.130 -1.635 -1.679 -0.3 -2.0 -0.3 0.29
H -2.391 -0.713 0.452 -0.8 -1.7 0.1 0.41
H 1.621 -1.965 0.757 -0.4 -0.5 -0.5 0.34
```
Positions in Å, forces in eV/Å.

Output
E_tot = -503.22809 hartree
Kohn-Sham gap = 10.099 eV
Relative energy (zero: lowest compared OMol25 entry of this formula, charge and spin) = 26.3 kcal/mol
E_LUMO = 1.00 eV
SMILES string = [H]/N=C/[Si](C)(C)C

=====

The following is a DFT calculation (ωB97M-V with the def2-TZVPD basis set) of 2 unconnected molecules or ions with the total composition C4H11NSi2 in a non-equilibrium geometry.

Geometry as XYZ:
```
18
Properties=species:S:1:pos:R:3:forces:R:3:mulliken_charge:R:1
Si 0.316 -2.636 -1.678 -1.2 2.2 0.1 0.21
Si -0.520 0.137 0.648 2.2 -1.3 -3.0 0.44
N 0.883 -1.592 -0.424 0.1 1.1 2.3 -0.40
C -0.062 1.474 -0.690 -1.6 -1.2 1.0 -0.23
C 0.316 0.442 2.260 1.1 -2.0 -1.1 -0.18
C -0.911 1.819 -1.671 2.6 0.3 0.2 -0.51
C 0.163 1.564 2.905 -0.6 2.3 1.1 -0.55
H -0.628 2.466 -2.550 -0.6 -0.7 1.1 0.24
H 0.675 1.788 3.853 -0.1 -0.1 -0.5 0.25
H -1.945 -0.301 0.692 0.4 0.0 -0.1 -0.08
H -1.779 1.245 -1.584 -1.9 -0.1 -0.8 0.21
H 1.274 -2.710 -2.793 0.3 -0.6 0.0 -0.12
H 1.087 -0.326 2.512 -0.8 0.7 0.3 0.30
H -0.785 -1.747 -2.353 0.5 -0.9 0.5 -0.14
H 0.945 1.762 -0.540 1.0 0.7 -0.3 0.33
H -0.295 -3.927 -1.251 0.2 0.0 -0.2 -0.12
H 1.772 -1.857 0.124 -2.1 0.6 -1.0 0.17
H -0.506 2.398 2.540 0.6 -1.1 0.4 0.19
```
Positions in Å, forces in eV/Å.

Output
E_tot = -792.61655 hartree
Kohn-Sham gap = 8.509 eV
Relative energy (zero: lowest compared OMol25 entry of this formula, charge and spin) = 55.8 kcal/mol
E_LUMO = 0.13 eV

=====

The following is a DFT calculation (ωB97M-V with the def2-TZVPD basis set) of C4H11O2PS in the gas phase in a non-equilibrium geometry.

Geometry as XYZ:
```
19
Properties=species:S:1:pos:R:3:forces:R:3:mulliken_charge:R:1
S 0.177 -0.946 -0.160 -0.5 -0.2 -0.1 -0.15
P -0.536 1.586 -1.758 -1.3 0.1 1.1 -0.02
O 2.557 2.541 0.574 0.3 0.8 1.2 -0.41
O 1.793 1.878 -0.406 -0.8 -1.0 -1.0 -0.15
C -0.289 -0.314 -1.830 1.3 0.5 -0.6 -0.64
C 0.397 2.189 -0.228 0.9 1.0 -0.3 -0.50
C -1.191 -1.955 0.549 -0.3 -1.0 0.6 -0.37
C -0.800 -2.203 2.084 0.4 1.0 -0.6 -0.90
H -1.168 -0.829 -2.285 0.7 0.5 0.5 0.39
H -1.499 -1.611 2.733 0.6 -0.9 -0.5 0.24
H -0.767 -3.289 2.333 -0.2 1.0 -0.1 0.28
H 0.333 3.316 -0.184 -0.3 -1.0 -0.2 0.36
H -2.202 -1.481 0.508 1.0 -0.2 -0.2 0.34
H -1.257 -2.965 0.058 0.1 1.1 0.2 0.27
H 0.621 -0.461 -2.483 -1.1 -0.3 0.7 0.32
H 3.473 2.320 0.340 -0.4 -0.2 -0.2 0.31
H 0.167 2.197 -2.850 0.4 -0.7 0.6 0.05
H -0.033 1.794 0.727 0.4 0.0 -0.9 0.30
H 0.225 -1.766 2.277 -1.0 -0.6 -0.2 0.27
```
Positions in Å, forces in eV/Å.

Output
E_tot = -1048.86175 hartree
Kohn-Sham gap = 9.074 eV
Relative energy (zero: lowest compared OMol25 entry of this formula, charge and spin) = 116.7 kcal/mol
E_LUMO = 0.84 eV
SMILES string = CCSCPCOO

=====

The following is a DFT calculation (ωB97M-V with the def2-TZVPD basis set) of 3 unconnected molecules or ions with the total composition C4H11O2S in a non-equilibrium geometry.

Geometry as XYZ:
```
18
Properties=species:S:1:pos:R:3:forces:R:3:mulliken_charge:R:1
S 1.156 -1.153 -2.163 0.0 0.1 -0.2 -0.49
O -0.734 -0.656 1.695 0.1 -0.7 0.1 -0.83
O -0.250 -3.087 0.090 -0.1 -0.1 0.1 -0.67
C 1.459 -0.148 -0.686 -0.8 -0.6 -0.3 -0.67
C 0.410 0.928 -0.575 2.1 1.4 0.7 0.32
C -1.234 0.490 1.308 0.0 0.1 -0.6 -0.49
C -0.131 1.439 0.696 -0.3 0.2 0.0 -0.59
H -0.516 -2.344 0.668 0.1 0.2 0.0 0.44
H -1.024 -0.059 -1.651 0.6 -0.9 -0.2 0.45
H -0.401 0.389 -1.311 -0.7 0.4 0.1 -0.85
H -0.532 2.441 0.516 0.0 0.1 0.2 0.35
H -1.976 0.417 0.454 -0.1 0.0 0.0 0.16
H 0.751 1.735 -1.234 -0.7 0.0 -0.4 0.41
H 1.526 -0.734 0.229 0.0 0.0 -0.1 0.38
H 2.373 0.414 -0.914 0.1 -0.2 0.2 0.29
H 0.204 -2.664 -0.658 -0.1 0.0 0.1 0.26
H 0.661 1.492 1.455 -0.1 -0.1 -0.2 0.25
H -1.743 1.100 2.082 -0.1 0.1 0.3 0.29
```
Positions in Å, forces in eV/Å.

Output
E_tot = -707.53390 hartree
Kohn-Sham gap = 5.996 eV
Relative energy (zero: lowest compared OMol25 entry of this formula, charge and spin) = 103.0 kcal/mol
E_LUMO = 2.27 eV
Total charge = -1

=====

The following is a DFT calculation (ωB97M-V with the def2-TZVPD basis set) of 4 unconnected molecules or ions with the total composition C4H11O3 in a non-equilibrium geometry.

Geometry as XYZ:
```
18
Properties=species:S:1:pos:R:3:forces:R:3:mulliken_charge:R:1
O -2.404 1.693 1.473 0.4 0.1 0.1 -0.96
O 0.386 -2.056 0.321 -2.7 1.4 -2.7 -0.78
O 2.835 -1.701 0.622 1.1 -1.2 -0.9 -0.73
C -0.131 1.125 -0.176 -2.2 -1.0 1.4 -0.42
C -0.428 -1.551 -0.757 1.6 2.8 0.5 -0.35
C -1.037 -0.014 -0.526 -1.3 -1.7 0.9 -0.41
C 1.110 1.314 -0.675 0.5 -1.0 0.6 -0.61
H 2.637 -0.864 0.981 -0.2 1.5 0.8 0.25
H -0.758 1.831 0.564 1.0 -0.6 -1.1 0.54
H -1.397 -2.017 -1.065 0.9 -0.7 0.5 0.28
H 1.696 0.742 -1.425 -0.9 0.3 0.5 0.24
H -3.323 1.929 1.668 0.4 0.0 -0.2 0.14
H -1.681 0.004 0.401 0.1 -0.3 -1.1 0.28
H -1.755 0.122 -1.412 1.2 0.3 1.1 0.29
H 0.576 0.643 1.526 -0.7 0.0 -2.3 0.26
H 1.601 1.998 -0.072 1.6 1.7 0.4 0.39
H 0.150 -1.247 -1.733 -0.4 -1.4 1.1 0.13
H 1.925 -1.951 0.285 -0.4 -0.1 0.3 0.45
```
Positions in Å, forces in eV/Å.

Output
E_tot = -384.43487 hartree
Kohn-Sham gap = 4.761 eV
Relative energy (zero: lowest compared OMol25 entry of this formula, charge and spin) = 200.0 kcal/mol
E_LUMO = 0.62 eV
Total charge = -1